1.
89
Properties=species:S:1:pos:R:3 method="wB97M-V/def2-TZVPD" homo_lumo_gap_ha="0.2112 / 0.1880" spin_multiplicity=3 s_squared=2.019 total_charge=+4 total_energy_ev=-50526.3044
Mo -1.071 -1.044 0.739
C -4.091 0.551 2.316
C -3.465 1.186 1.058
N -2.846 0.250 0.125
C -3.772 -0.726 -0.708
C -3.976 -1.981 0.022
N -2.795 -2.638 0.525
C -3.112 -3.573 1.679
C -1.897 -4.138 2.341
C -1.039 -3.229 3.169
N -0.247 -2.182 2.446
C 0.348 -1.274 3.444
C -0.694 -0.263 3.898
N -1.621 -0.092 2.725
C -3.072 -0.305 3.139
H -5.008 0.072 2.047
H -4.322 1.452 2.902
H -2.683 1.912 1.226
H -4.233 1.790 0.592
H -2.551 0.847 -0.638
H -3.334 -0.936 -1.648
H -4.719 -0.209 -0.814
H -4.554 -2.676 -0.625
H -4.555 -1.625 0.875
H -2.472 -3.236 -0.223
H -3.723 -4.445 1.410
H -3.686 -3.069 2.421
H -1.287 -4.627 1.539
H -2.092 -5.071 2.857
H -0.260 -3.861 3.749
H -1.661 -2.648 3.818
H 0.518 -2.772 2.102
H 1.252 -0.824 3.005
H 0.649 -1.872 4.300
H -0.257 0.748 4.220
H -1.320 -0.530 4.784
H -1.578 0.889 2.493
H -3.251 0.046 4.180
H -3.234 -1.364 3.123
C -0.889 -1.367 -4.275
N -0.355 -0.108 -3.562
C 0.442 0.727 -4.433
C -0.410 0.050 -2.259
N -0.911 -0.872 -1.443
N 0.053 1.236 -1.748
C 0.365 1.492 -0.428
N 0.880 2.733 -0.301
N -0.095 0.818 0.605
H -0.083 -1.851 -4.791
H -1.763 -1.060 -4.816
H -1.210 -2.148 -3.560
H 0.432 0.293 -5.461
H 1.540 0.700 -4.128
H 0.092 1.782 -4.610
H -1.251 -1.662 -1.886
H 0.398 1.931 -2.412
H 1.528 3.063 -1.028
H 0.973 3.198 0.618
H 0.432 1.159 1.390
C 2.238 6.547 -1.222
C 2.905 5.222 -1.058
C 3.600 4.734 0.081
C 4.226 3.491 0.020
C 4.218 2.723 -1.144
N 4.812 1.447 -1.070
C 3.865 0.443 -0.927
O 2.681 0.622 -1.195
N 4.217 -0.729 -0.411
C 3.226 -1.731 -0.374
C 3.286 -3.020 -0.928
C 2.101 -3.797 -0.995
C 0.889 -3.285 -0.540
N 0.850 -2.081 0.027
C 2.030 -1.421 0.292
C 3.607 3.209 -2.290
C 2.937 4.465 -2.233
H 1.669 6.778 -0.322
H 1.716 6.576 -2.151
H 3.007 7.401 -1.249
H 3.625 5.356 0.959
H 4.794 3.148 0.872
H 5.721 1.315 -0.613
H 5.173 -1.094 -0.341
H 4.194 -3.420 -1.356
H 2.054 -4.645 -1.666
H 0.007 -3.799 -0.769
H 1.922 -0.525 0.815
H 3.557 2.581 -3.162
H 2.418 4.838 -3.135

2.
7
Properties=species:S:1:pos:R:3 method="wB97M-V/def2-TZVPD" homo_lumo_gap_ha=0.3516 spin_multiplicity=1 total_energy_ev=-15807.2956 smiles="[H]/P=C/F.F"
H 1.657 1.840 -0.230
P 0.884 0.927 0.496
C 0.698 -0.405 -0.447
F -0.185 -1.300 -0.077
H 1.392 -0.908 -1.152
F -2.327 0.321 0.469
H -2.120 -0.475 0.940

3.
22
Properties=species:S:1:pos:R:3 method="wB97M-V/def2-TZVPD" homo_lumo_gap_ha=0.2412 spin_multiplicity=1 total_charge=-1 total_energy_ev=-18774.2203
N -0.506 1.453 -1.721
C -1.925 1.553 -1.339
C -2.468 3.057 0.662
C -2.013 1.831 0.151
H -0.418 1.465 -2.742
H -0.153 0.569 -1.323
H -2.423 0.589 -1.531
H -2.444 2.338 -1.939
H -2.532 3.262 1.765
H -2.883 3.734 -0.084
H -1.617 1.082 0.833
C 2.248 -1.053 1.554
C 2.102 -2.439 0.914
C 1.189 -2.430 -0.366
S -0.408 -1.544 -0.139
H 2.809 -0.397 0.846
H 2.742 -1.060 2.549
H 1.191 -0.666 1.629
H 3.088 -2.817 0.595
H 1.674 -3.173 1.629
H 0.949 -3.398 -0.762
H 1.798 -1.957 -1.182